Here is 3 unconnected molecules or ions with the total composition C4H15NO3 in a non-equilibrium geometry from the OMol25 dataset. Energies are from ωB97M-V with the def2-TZVPD basis set.

Calculated values
* largest force on an atom: 1.24 eV/A
* lowest unoccupied orbital energy: 0.646 eV
* structure (SMILES): CNC[C@@H](C)O.O.O
* orbital gap: 9.646 eV
* ΔE to the lowest compared entry with this formula, charge and spin: 25.3 kcal/mol
* electronic energy: -12023.12191 eV

```
23
Properties=species:S:1:pos:R:3:forces:R:3:lowdin_charge:R:1
C -1.3212 -1.8307 -0.8406 0.02 -1.12 0.53 -0.12
N 0.0600 -1.7734 -0.3973 -0.19 0.41 0.25 -0.12
C 0.4305 -1.2045 0.8917 -0.68 -0.63 0.14 -0.19
C 0.8579 0.2555 0.7343 -0.20 -0.22 0.22 -0.37
C 2.0635 0.3704 -0.1931 0.15 -0.51 1.09 -0.05
O -0.2531 1.0129 0.1833 -0.08 -0.29 -0.34 -0.10
H -2.0082 -1.5835 -0.0243 0.18 0.78 -0.16 0.08
H -1.4648 -1.2545 -1.7568 -0.43 0.07 0.12 0.08
H -1.6552 -2.8666 -0.9993 0.31 0.07 -0.51 0.08
H 0.6638 -2.5023 -0.7262 -0.12 -0.11 0.02 0.11
H 1.1522 -1.8838 1.3389 0.83 0.49 -0.09 0.12
H -0.3571 -1.2905 1.6555 -0.44 0.30 -0.48 0.12
H 0.9254 0.7325 1.7107 0.71 -0.19 0.12 0.14
H 2.5960 1.2991 -0.0237 -0.23 0.36 -0.66 0.08
H 1.6755 0.1618 -1.1756 0.24 0.58 -0.58 0.07
H 2.8093 -0.4106 -0.0113 -0.20 -0.11 0.31 0.08
H -0.6726 0.4547 -0.4868 0.11 0.00 -0.01 0.07
O 0.6140 2.5761 -1.9947 -0.42 0.57 0.77 -0.08
H 0.1246 2.2176 -1.2294 0.29 -0.42 -0.33 0.00
H 0.7623 3.4634 -1.6382 0.26 0.06 -0.56 0.04
O -2.3362 1.4383 2.0397 -0.05 0.22 0.21 -0.07
H -2.9918 0.9250 1.5632 -0.02 0.00 -0.08 0.02
H -1.6746 1.6932 1.3801 -0.04 -0.32 0.03 0.00
```
Positions in Å, forces in eV/Å.

---

Here is 2 unconnected molecules or ions with the total composition H3OP in a non-equilibrium geometry from the OMol25 dataset. Energies are from ωB97M-V with the def2-TZVPD basis set.

Calculated values
* largest force on an atom: 2.27 eV/A
* lowest unoccupied orbital energy: -0.979 eV
* structure (SMILES): [H][H].O=P
* orbital gap: 8.823 eV
* ΔE to the lowest compared entry with this formula, charge and spin: 31.7 kcal/mol
* electronic energy: -11382.90162 eV

```
5
Properties=species:S:1:pos:R:3:forces:R:3:lowdin_charge:R:1
H -0.6753 -1.3060 -2.5742 0.36 -0.38 -0.27 -0.02
H -0.2201 -1.8149 -2.9028 -0.35 0.38 0.25 0.02
O -3.2011 0.3295 0.8338 -0.73 0.66 2.05 -0.59
P -2.2391 0.0254 -0.2140 0.53 -0.29 -0.97 0.73
H -3.2142 -0.3665 -1.1708 0.19 -0.36 -1.07 -0.14
```
Positions in Å, forces in eV/Å.

---

Here is a molecular structure, C42H52BrN3Pt from the OMol25 dataset. Energies are from ωB97M-V with the def2-TZVPD basis set.

Calculated values
* largest force on an atom: 0.54 eV/A
* lowest unoccupied orbital energy (alpha / beta): 0.208 / -0.505 eV
* orbital gap (alpha / beta): 6.741 / 6.362 eV
* 2S+1: 3
* electronic energy: -122156.01866 eV

```
99
Properties=species:S:1:pos:R:3:forces:R:3:lowdin_charge:R:1
Pt 0.3213 -0.7539 -0.7943 -0.46 -0.28 0.06 1.10
C 3.1115 -0.8373 -2.1493 0.21 0.05 0.06 -0.08
C 4.0664 -0.8848 -0.9616 -0.19 -0.12 0.15 -0.37
C 3.9499 -2.1853 -0.1641 0.06 0.04 -0.07 -0.04
C 4.0024 0.3483 -0.0644 0.02 -0.04 -0.08 -0.12
C 5.2361 0.9653 0.1269 -0.01 0.05 0.00 -0.04
C 5.3901 2.1139 0.8826 -0.05 -0.05 -0.04 -0.07
C 4.2583 2.7183 1.3789 0.01 0.04 0.00 -0.06
C 2.9891 2.1555 1.2276 -0.09 0.10 -0.10 -0.13
C 1.8717 3.0885 1.7365 -0.10 -0.21 0.12 -0.35
C 0.4525 2.9346 1.1794 0.09 0.04 -0.05 -0.05
C 1.8230 3.1450 3.2700 -0.03 -0.01 -0.05 -0.05
C 2.8675 0.8961 0.5885 0.12 0.14 0.13 -0.14
N 1.5928 0.2454 0.6982 -0.05 -0.42 -0.20 -0.02
C 1.1831 0.0240 1.9090 0.14 0.28 0.18 -0.14
C -0.1461 -0.1105 2.4163 -0.02 -0.23 0.05 -0.18
C -0.2143 0.0602 3.8267 0.01 0.03 -0.02 -0.07
C -1.3681 0.3569 4.4912 -0.04 0.01 0.09 -0.10
C -2.5452 0.5223 3.7316 0.09 -0.06 -0.01 -0.08
C -2.5487 0.2739 2.3909 -0.08 -0.18 0.09 -0.03
C -1.3843 -0.1751 1.6837 -0.33 0.07 -0.09 -0.26
N -1.5057 -0.6054 0.4265 0.48 0.10 0.01 -0.03
C -2.7473 -1.0856 -0.0584 -0.37 0.04 -0.01 -0.17
C -3.4372 -2.1473 0.5892 0.26 -0.03 -0.09 -0.12
C -4.6586 -2.5693 0.0781 -0.05 0.00 -0.03 -0.05
C -5.2122 -2.0149 -1.0605 0.03 0.01 -0.03 -0.07
C -4.5260 -1.0069 -1.7084 -0.04 -0.01 -0.04 -0.05
C -3.3147 -0.5257 -1.2247 0.14 0.08 0.07 -0.14
C -2.6196 0.5777 -2.0046 -0.08 0.02 -0.06 -0.39
C -1.9717 -0.0009 -3.2713 -0.08 0.07 0.07 -0.08
C -3.5496 1.7381 -2.3778 -0.02 -0.09 0.14 -0.06
C -2.8914 -2.9554 1.7601 -0.07 -0.01 -0.02 -0.36
C -3.8344 -2.9404 2.9677 0.00 0.06 -0.01 -0.06
C -2.6303 -4.3981 1.3085 0.01 0.06 0.08 -0.05
H 3.3537 -1.6143 -2.8771 -0.02 -0.03 0.05 0.09
H 3.1463 0.1350 -2.6445 -0.04 -0.03 -0.02 0.07
H 2.0780 -1.0160 -1.8060 0.21 -0.09 -0.32 -0.03
H 5.0677 -0.8680 -1.3938 0.10 0.05 0.06 0.12
H 2.9585 -2.2928 0.2663 -0.02 -0.01 0.02 0.04
H 4.6853 -2.2029 0.6439 -0.03 -0.01 -0.03 0.09
H 4.1319 -3.0480 -0.8107 -0.05 0.03 0.03 0.09
H 6.1085 0.5140 -0.3315 -0.03 0.00 0.01 0.11
H 6.3711 2.5414 1.0485 -0.03 0.02 -0.05 0.10
H 4.3430 3.6684 1.8971 -0.02 -0.03 -0.01 0.12
H 2.2083 4.0730 1.3989 0.07 0.03 0.02 0.12
H -0.1374 2.2074 1.7315 -0.01 -0.01 -0.01 0.06
H 0.4541 2.6389 0.1326 -0.02 0.03 0.05 0.04
H -0.0640 3.8940 1.2706 0.01 -0.01 0.00 0.09
H 1.4032 2.2211 3.6742 0.03 0.07 0.00 0.06
H 1.1809 3.9693 3.5931 0.02 -0.06 0.00 0.09
H 2.8143 3.2918 3.7015 -0.03 0.00 -0.01 0.08
H 1.9437 0.0942 2.6922 -0.04 0.14 0.01 0.14
H 0.7159 0.0014 4.3830 -0.01 0.03 -0.04 0.11
H -1.3682 0.5130 5.5619 0.00 -0.02 -0.04 0.10
H -3.4597 0.8382 4.2212 0.01 0.01 -0.04 0.11
H -3.4638 0.3650 1.8199 0.00 0.03 0.04 0.12
H -5.1852 -3.3778 0.5731 0.06 0.03 0.00 0.11
H -6.1529 -2.3843 -1.4504 0.00 0.05 0.03 0.10
H -4.9468 -0.5763 -2.6094 0.03 -0.01 0.00 0.11
H -1.8461 0.9870 -1.3572 0.07 0.02 -0.03 0.08
H -2.6984 -0.5899 -3.8358 -0.01 0.06 -0.02 0.08
H -1.1372 -0.6597 -3.0240 0.03 -0.10 0.00 0.03
H -1.5891 0.7934 -3.9190 0.01 -0.03 0.03 0.07
H -4.3602 1.4205 -3.0371 0.04 0.03 0.00 0.07
H -2.9817 2.5099 -2.9057 -0.03 0.00 0.02 0.06
H -3.9955 2.1849 -1.4853 0.01 -0.02 -0.07 0.09
H -1.9389 -2.5432 2.0807 0.14 0.12 -0.04 0.11
H -4.7596 -3.4834 2.7550 0.05 0.02 0.02 0.07
H -4.0966 -1.9205 3.2525 0.00 -0.03 0.01 0.07
H -3.3525 -3.4190 3.8242 -0.04 0.00 -0.04 0.08
H -3.5550 -4.8779 0.9765 0.04 0.01 0.05 0.08
H -2.2166 -4.9882 2.1313 -0.01 0.03 -0.05 0.09
H -1.9244 -4.4151 0.4806 0.03 -0.04 -0.02 0.06
C -0.0868 4.6313 -2.2003 -0.04 -0.13 0.05 -0.02
C 0.9089 3.6493 -2.8319 0.10 0.10 -0.02 -0.57
C 2.3560 4.0408 -2.4852 -0.03 -0.05 0.01 -0.02
C 0.7043 3.5938 -4.3531 0.00 -0.06 0.02 -0.03
C 0.6867 2.2966 -2.2923 0.14 0.02 -0.24 -0.11
N 0.5792 1.2232 -1.9100 -0.29 -0.05 0.26 0.14
H 0.0121 5.5969 -2.6967 0.02 0.01 0.02 0.09
H 0.1067 4.7606 -1.1358 0.00 -0.01 -0.01 0.08
H -1.1131 4.2807 -2.3236 0.02 0.03 -0.01 0.08
H 2.5381 5.0684 -2.8053 -0.03 -0.03 0.00 0.09
H 3.0676 3.3860 -2.9908 -0.01 0.02 0.02 0.09
H 2.5318 3.9692 -1.4098 0.00 0.02 -0.03 0.08
H 0.9414 4.5703 -4.7781 -0.02 -0.01 0.02 0.09
H -0.3311 3.3504 -4.5957 0.02 0.00 -0.01 0.09
H 1.3541 2.8483 -4.8135 -0.01 0.02 0.02 0.09
Br 0.9701 -7.3317 0.5846 -0.05 0.05 0.00 0.70
C 0.6873 -5.4843 0.2250 0.02 -0.11 -0.01 -0.71
C 0.2122 -5.0949 -1.0127 0.00 0.04 -0.03 -0.15
C 0.0569 -3.7368 -1.2828 0.00 -0.07 -0.07 -0.13
C 0.3623 -2.7610 -0.3345 0.22 0.35 0.09 -0.31
C 0.7828 -3.2040 0.9222 -0.13 -0.12 -0.03 -0.15
C 0.9626 -4.5512 1.2085 -0.06 0.04 -0.01 -0.14
H -0.0317 -5.8371 -1.7621 0.03 0.02 0.01 0.10
H -0.3074 -3.4568 -2.2652 0.03 0.03 0.00 0.09
H 0.9900 -2.4870 1.7068 0.04 0.02 0.02 0.08
H 1.3140 -4.8727 2.1808 -0.01 0.02 -0.01 0.10
```
Positions in Å, forces in eV/Å.

---

Number 2 is which compound?
H3OP

---

largest force on an atom of number 2 (H3OP)?
2.27 eV/A

---

Which formula does entry 2 have?
H3OP